118
Properties=species:S:1:pos:R:3:forces:R:3:lowdin_charge:R:1 method="wB97M-V/def2-TZVPD" e_above_lowest_kcal_mol=24.55 homo_lumo_gap_ev=7.3 charge=+1 energy_ev=-73042.8399 multiplicity=1
C -2.4410 -4.3588 2.1833 0.0 0.1 -0.2 -0.080
H -3.1001 -5.2135 2.3013 0.0 -0.1 0.1 0.080
H -1.4143 -4.7157 2.1333 0.1 0.0 0.1 0.070
C -2.7921 -3.6133 0.9005 -0.3 -0.1 0.2 -0.166
H -2.5027 -4.2374 0.0521 0.0 0.1 -0.1 0.115
H -2.2181 -2.6881 0.8468 0.0 0.1 -0.1 0.097
C -4.2971 -3.3317 0.7309 0.1 0.4 -0.2 -0.482
O -4.8858 -4.6214 0.6674 -0.1 -0.3 0.1 -0.009
H -5.8392 -4.5298 0.5618 0.0 0.0 0.0 0.099
C -4.9412 -2.5489 1.9167 -0.1 -0.2 0.0 -0.093
N -4.8688 -1.1064 1.9295 0.0 -0.1 -0.1 -0.146
C -3.8666 -0.4056 2.6949 0.1 0.2 0.2 -0.144
H -3.5232 -1.0779 3.4842 0.0 0.0 0.1 0.120
H -4.3782 0.4388 3.1753 0.2 0.0 0.1 0.117
C -2.6032 0.1994 2.0048 -0.2 -0.2 -0.1 -0.106
C -2.9077 1.3777 1.1278 0.2 -0.1 -0.3 -0.146
C -2.9481 1.5392 -0.2412 0.2 0.0 0.2 -0.152
N -3.3482 2.8256 -0.5281 -0.1 0.0 -0.3 0.161
C -3.5519 3.5206 0.6257 0.0 -0.1 0.5 -0.192
C -3.9451 4.8369 0.8317 0.0 0.1 0.0 -0.018
C -4.0594 5.2684 2.1349 0.0 0.1 -0.1 -0.093
C -3.7842 4.4145 3.2074 0.0 0.0 0.2 -0.095
C -3.3964 3.1095 3.0064 0.0 0.0 0.0 -0.031
C -3.2797 2.6405 1.6962 -0.1 0.3 -0.4 -0.124
H -3.1883 2.4640 3.8466 0.0 -0.1 0.1 0.106
H -3.8839 4.7927 4.2137 0.0 0.0 0.1 0.100
H -4.3666 6.2833 2.3360 0.0 0.1 0.0 0.102
H -4.1545 5.4925 -0.0002 0.0 0.1 -0.1 0.109
H -3.4497 3.2041 -1.4537 0.1 0.0 0.1 0.162
C -2.6998 0.5962 -1.4028 -0.1 0.0 -0.3 -0.201
C -1.4165 -0.2056 -1.1825 0.0 -0.1 0.1 -0.067
C -0.4206 0.4148 -0.4369 0.3 -0.5 -0.1 0.037
C 0.7886 -0.2022 -0.2339 0.1 -0.3 -0.1 -0.099
C 1.0592 -1.4502 -0.7822 -0.4 0.6 0.1 -0.184
C 0.1061 -2.0732 -1.5668 0.1 -0.2 -0.1 0.080
C -1.1145 -1.4353 -1.8052 0.1 0.2 0.2 -0.183
O -2.0333 -1.9528 -2.6520 0.0 0.3 0.2 -0.091
C -1.7819 -3.1811 -3.2976 0.0 -0.3 -0.2 -0.059
H -0.8960 -3.1263 -3.9370 0.0 0.0 0.0 0.101
H -1.6698 -3.9993 -2.5804 0.0 0.0 0.0 0.097
H -2.6584 -3.3662 -3.9167 0.1 0.0 0.0 0.104
H 0.3187 -3.0281 -2.0134 0.0 -0.2 -0.1 0.106
N 2.3572 -1.8589 -0.5023 0.3 0.1 -0.1 -0.054
C 2.6134 -3.2795 -0.3864 0.0 -0.1 0.0 -0.010
H 2.4809 -3.7380 -1.3641 0.0 -0.1 0.0 0.097
H 1.9349 -3.7556 0.3301 0.0 0.0 0.0 0.106
H 3.6364 -3.4407 -0.0668 -0.1 -0.1 -0.1 0.072
C 2.8896 -0.9667 0.5204 0.3 0.1 0.4 -0.084
H 2.7943 -1.4406 1.5117 -0.1 0.1 0.0 0.175
C 2.0085 0.3131 0.4729 -0.2 0.0 -0.1 -0.211
C 2.6027 1.4893 -0.3417 0.0 -0.5 -0.5 -0.085
N 3.1396 2.4150 0.6938 0.3 0.1 0.1 -0.045
C 3.4760 3.7376 0.1497 0.1 0.5 -0.4 -0.083
C 4.2776 3.5943 -1.1100 -0.1 0.0 0.0 -0.030
C 4.3475 2.4692 -1.7993 -0.2 0.0 0.2 -0.016
C 3.6505 1.1860 -1.4181 0.3 0.0 0.1 -0.285
C 4.7392 0.1986 -0.9224 -0.3 -0.1 0.0 -0.100
O 5.9010 0.8946 -0.4426 0.2 0.1 0.0 0.057
C 6.1142 0.4274 0.8598 0.5 0.3 0.0 -0.551
O 6.5795 -0.8941 0.8313 0.1 -0.2 0.2 0.114
C 7.0313 1.3260 1.6480 -0.4 -0.4 -0.3 0.089
H 6.7196 2.3595 1.5329 0.0 0.1 0.0 0.095
H 8.0351 1.2051 1.2543 0.1 0.1 0.0 0.109
H 7.0112 1.0325 2.6928 0.0 0.0 0.1 0.104
H 5.0323 -0.4741 -1.7305 -0.1 0.2 0.1 0.169
C 4.3523 -0.6002 0.3408 0.2 -0.6 -0.6 -0.180
O 4.7978 0.3062 1.3708 -0.3 0.0 0.3 0.046
H 3.9864 1.9412 1.0606 -0.2 0.2 0.0 0.172
C 5.4635 -1.7024 0.4798 -0.4 0.3 0.4 -0.522
O 5.6485 -2.3451 -0.7084 0.1 -0.1 -0.3 0.118
O 5.2091 -2.6668 1.4420 0.2 0.0 -0.2 -0.053
C 5.4628 -2.3633 2.8088 0.0 0.1 0.1 -0.029
H 4.8646 -1.5143 3.1473 0.0 -0.1 0.0 0.090
H 5.1742 -3.2631 3.3456 0.0 0.1 0.1 0.103
H 6.5216 -2.1535 2.9670 -0.1 0.0 0.0 0.101
C 2.9912 0.5898 -2.6810 -0.2 0.2 0.0 -0.149
C 1.9360 1.4845 -3.3247 0.1 -0.2 0.1 -0.055
H 1.7029 1.0977 -4.3128 -0.1 0.0 -0.1 0.085
H 1.0069 1.5090 -2.7614 -0.1 0.0 0.1 0.051
H 2.3056 2.5006 -3.4425 0.0 0.2 -0.1 0.082
H 3.7894 0.4211 -3.4060 0.1 -0.1 0.1 0.128
H 2.5575 -0.3777 -2.4357 0.1 -0.1 -0.1 0.110
H 4.9545 2.4126 -2.6880 0.2 0.1 -0.2 0.141
H 4.7906 4.4846 -1.4363 0.1 0.1 -0.1 0.119
H 4.0318 4.3093 0.8974 -0.1 -0.1 0.0 0.144
H 2.5433 4.2741 -0.0617 0.0 -0.1 0.2 0.147
C 2.1138 2.3970 1.7532 -0.5 -0.1 0.6 -0.064
H 2.4981 2.8230 2.6793 0.1 0.1 -0.1 0.147
H 1.2585 2.9858 1.4139 0.1 0.1 -0.1 0.145
C 1.7516 0.9201 1.8723 0.1 0.0 0.0 -0.034
H 2.3864 0.4360 2.6139 0.0 0.0 0.0 0.124
H 0.7127 0.7860 2.1678 0.0 0.0 0.0 0.127
H 1.7719 2.0154 -0.8231 0.1 0.1 0.2 0.170
H 6.3046 -3.0472 -0.5897 -0.1 0.1 0.1 0.150
H -0.6144 1.3860 -0.0113 -0.1 0.1 0.1 0.138
C -2.3098 1.4228 -2.6338 0.2 0.2 0.0 -0.452
O -1.3755 2.1920 -2.6475 -0.2 0.1 -0.1 0.114
O -3.0711 1.1762 -3.6885 -0.3 -0.2 0.1 -0.009
C -2.7218 1.8369 -4.8992 0.2 0.3 -0.3 -0.019
H -3.4828 1.5625 -5.6242 0.0 0.0 0.1 0.100
H -2.7024 2.9186 -4.7531 0.0 -0.1 0.0 0.099
H -1.7357 1.5111 -5.2349 -0.1 0.0 0.0 0.100
C -3.9831 -0.2348 -1.6221 -0.1 -0.3 0.1 -0.048
H -3.8900 -0.8383 -2.5196 -0.1 0.1 0.0 0.114
C -4.1911 -1.1068 -0.3846 -0.3 0.1 -0.2 -0.263
C -4.5563 -2.5718 -0.5928 0.2 0.0 0.3 -0.059
H -3.9647 -3.0231 -1.3893 0.0 -0.1 0.0 0.111
H -5.6113 -2.6716 -0.8638 -0.1 0.0 0.0 0.130
H -3.2235 -1.1322 0.1068 0.0 0.0 0.1 0.095
C -5.1838 -0.5440 0.6400 0.2 0.0 0.1 -0.117
H -5.1474 0.5414 0.7108 -0.1 0.0 -0.1 0.127
H -6.2074 -0.8312 0.3733 0.0 0.0 -0.1 0.135
H -4.8225 0.4488 -1.7620 0.0 0.1 0.0 0.138
H -2.0277 -0.5642 1.4828 0.1 0.0 0.1 0.090
H -1.9790 0.5601 2.8299 0.1 0.0 0.0 0.111
H -6.0144 -2.7935 1.8850 0.1 -0.1 0.0 0.133
H -4.5589 -2.9375 2.8595 -0.1 0.0 0.0 0.119
H -2.5321 -3.7178 3.0568 0.0 0.0 0.1 0.063